Record 1
A molecular structure, C21H29Cl2O4Pd at a distorted geometry, computed with ωB97M-V/def2-TZVPD.

Last column: Löwdin charge in e.
Cartesian coordinates (Å):
O1 -0.77 -0.72 -2.10  -0.248
C1 -1.11 0.57 -2.77  -0.123
C2 -0.48 0.15 -4.09  -0.074
H1 -0.61 1.42 -2.29  0.097
H2 -2.19 0.67 -2.78  0.122
C3 -0.31 -1.23 -3.43  -0.536
H3 0.46 0.66 -4.32  0.117
H4 -1.18 0.17 -4.92  0.109
C4 1.10 -1.75 -3.38  -0.012
H5 1.81 -0.96 -3.14  0.073
H6 1.37 -2.15 -4.37  0.092
H7 1.18 -2.57 -2.66  0.096
C5 -1.31 -2.23 -3.97  -0.024
H8 -2.30 -1.77 -4.08  0.089
H9 -1.38 -3.11 -3.32  0.089
H10 -0.99 -2.56 -4.96  0.088
Pd1 -1.13 -1.18 -0.05  0.632
C6 -2.86 -1.09 3.55  -0.108
C7 -2.40 0.24 3.58  -0.078
C8 -2.18 0.71 2.24  -0.093
H11 -2.17 0.80 4.48  0.089
C9 -2.53 -0.44 1.34  -0.281
C10 -2.94 -1.52 2.21  -0.134
H12 -3.21 -2.51 1.85  0.087
H13 -3.11 -1.69 4.43  0.090
H14 -2.25 1.73 1.88  0.118
H15 -2.93 -0.28 0.31  0.071
C11 0.30 -2.18 3.25  -0.136
C12 -0.37 -2.88 2.24  -0.177
C13 0.18 -2.48 0.94  -0.314
H16 -1.17 -3.61 2.36  0.075
C14 1.29 -1.55 1.26  -0.150
C15 1.31 -1.36 2.64  -0.157
H17 2.03 -0.76 3.19  0.060
H18 0.11 -2.23 4.32  0.089
H19 0.15 -3.10 0.03  0.063
H20 2.01 -1.18 0.53  0.062
O2 2.55 1.57 -2.17  -0.158
C16 2.04 0.83 -1.05  -0.216
C17 0.98 1.65 -0.30  -0.199
H21 2.87 0.62 -0.36  0.100
H22 1.64 -0.13 -1.40  0.076
C18 1.25 3.09 -0.76  -0.158
H23 1.08 1.53 0.78  0.027
H24 -0.03 1.31 -0.55  0.070
C19 2.17 2.96 -1.99  -0.191
H25 1.74 3.65 0.05  0.072
H26 0.31 3.60 -1.02  0.103
H27 3.08 3.58 -1.87  0.109
H28 1.65 3.28 -2.91  0.104
Cl1 2.88 1.81 2.43  0.626
C20 1.51 2.43 3.41  -0.965
Cl2 0.93 4.02 2.89  0.591
C21 0.28 1.44 3.43  -0.726
O3 -0.02 1.15 4.59  -0.003
O4 -0.24 1.08 2.33  -0.086
H29 1.88 2.49 4.44  0.056

Summary:
**HOMO-LUMO gap (alpha / beta)**: 5.4 / 6.0 eV
**Total energy**: -2166.640415 a.u.
**Spin multiplicity**: 3
**Highest occupied orbital energy (alpha / beta)**: -2.87 / -3.47 eV
**Strongest force on any atom**: 3.27 eV Å⁻¹
**Charge**: -1
**Energy above the lowest of the compared OMol25 structures with the same formula, charge and spin**: 146.3 kJ/mol


Record 2
A molecular structure, C27H34BBr2N8STi at a distorted geometry, computed with ωB97M-V/def2-TZVPD.

Last column: Löwdin charge in e.
Cartesian coordinates (Å):
Ti1 -0.20 0.26 0.08  1.104
C1 -2.54 -1.77 2.12  -0.002
C2 -1.39 -1.03 2.73  -0.291
C3 -0.91 -1.10 4.03  0.053
C4 0.20 -0.28 4.07  -0.233
C5 1.11 0.02 5.22  0.009
N1 0.37 0.27 2.86  0.039
N2 -0.63 -0.17 2.02  -0.047
B1 1.61 0.98 2.24  -0.445
N3 1.15 2.28 1.51  0.040
N4 0.42 2.13 0.35  -0.025
C6 0.23 3.38 -0.16  -0.280
C7 -0.50 3.62 -1.44  0.006
C8 0.84 4.29 0.67  0.057
C9 1.41 3.56 1.72  -0.228
C10 2.18 4.04 2.90  0.015
N5 2.21 0.00 1.15  0.033
N6 1.42 -0.93 0.50  -0.029
C11 2.24 -1.86 -0.01  -0.308
C12 1.73 -3.07 -0.73  -0.020
C13 3.56 -1.51 0.27  0.047
C14 3.50 -0.34 1.00  -0.244
C15 4.62 0.50 1.54  0.009
H1 -3.50 -1.35 2.43  0.095
H2 -2.53 -2.81 2.43  0.097
H3 -2.50 -1.75 1.03  0.056
H4 -1.31 -1.69 4.84  0.132
H5 0.71 -0.43 6.13  0.093
H6 1.22 1.09 5.38  0.090
H7 2.11 -0.39 5.05  0.095
H8 2.42 1.22 3.09  0.124
H9 -0.08 3.03 -2.25  0.081
H10 -0.44 4.67 -1.71  0.096
H11 -1.56 3.36 -1.34  0.080
H12 0.88 5.36 0.54  0.132
H13 2.19 5.13 2.92  0.094
H14 3.22 3.70 2.86  0.094
H15 1.75 3.68 3.83  0.093
H16 0.65 -3.08 -0.79  0.030
H17 2.07 -3.96 -0.20  0.100
H18 2.13 -3.13 -1.75  0.090
H19 4.45 -2.06 -0.01  0.132
H20 5.57 0.13 1.18  0.094
H21 4.64 0.48 2.63  0.092
H22 4.51 1.54 1.23  0.092
Br1 -6.38 1.29 -2.08  0.923
C16 -4.67 1.09 -1.43  -0.668
C17 -4.39 1.37 -0.11  -0.057
C18 -3.10 1.15 0.33  -0.074
N7 -2.13 0.71 -0.47  -0.016
C19 -2.39 0.51 -1.77  -0.187
C20 -3.65 0.67 -2.28  -0.022
C21 -1.18 0.22 -2.63  -0.260
C22 -1.24 0.15 -3.99  -0.074
C23 -0.05 0.00 -4.71  -0.686
Br2 -0.10 -0.07 -6.55  0.915
C24 1.15 -0.08 -4.04  -0.059
C25 1.12 -0.01 -2.66  -0.074
N8 -0.01 0.14 -1.96  -0.021
H23 -5.15 1.75 0.56  0.127
H24 -2.82 1.34 1.36  0.132
H25 -3.86 0.47 -3.32  0.120
H26 -2.18 0.20 -4.51  0.120
H27 2.08 -0.20 -4.57  0.126
H28 2.03 -0.06 -2.08  0.129
C26 -0.26 -4.38 -3.57  -0.376
S1 -1.06 -2.92 -2.88  0.777
C27 -2.45 -3.72 -2.05  -0.377
H29 0.05 -5.06 -2.78  0.044
H30 0.61 -4.04 -4.13  0.038
H31 -0.94 -4.89 -4.25  0.048
H32 -3.16 -4.13 -2.78  0.046
H33 -2.97 -2.98 -1.44  0.017
H34 -2.10 -4.53 -1.40  0.046

Summary:
**HOMO-LUMO gap (alpha / beta)**: 6.8 / 6.9 eV
**Total energy**: -7907.574659 a.u.
**Spin multiplicity**: 2
**Highest occupied orbital energy (alpha / beta)**: -13.48 / -13.48 eV
**Strongest force on any atom**: 1.09 eV Å⁻¹
**Charge**: +2
**Energy above the lowest of the compared OMol25 structures with the same formula, charge and spin**: 71.2 kJ/mol


Record 3
A molecular structure, C27H14BCl36FO4 at a distorted geometry, computed with ωB97M-V/def2-TZVPD.

Last column: Löwdin charge in e.
Cartesian coordinates (Å):
C1 3.51 -1.75 0.66  -0.145
C2 4.42 -1.80 -0.68  -0.178
B1 4.19 -0.57 -1.70  -0.349
O1 4.96 0.65 -1.40  0.023
C3 3.27 -0.50 -3.02  0.020
C4 3.72 0.52 -4.13  -0.024
C5 2.92 0.72 -5.45  -0.197
C6 1.58 -0.07 -5.74  0.034
C7 1.14 -1.07 -4.64  -0.022
C8 1.98 -1.28 -3.32  0.007
C9 1.40 -2.35 -2.31  -0.252
O2 1.98 -3.30 -1.76  0.066
C10 -0.19 -2.24 -2.05  -0.011
C11 -0.81 -2.35 -0.64  -0.070
C12 -2.36 -2.18 -0.53  -0.011
C13 -3.20 -1.91 -1.84  -0.246
C14 -4.80 -1.69 -1.68  -0.072
C15 -5.50 -3.00 -1.07  -0.315
O3 -6.60 -2.89 -0.52  0.103
F1 -4.75 -4.21 -1.17  0.028
C16 -2.57 -1.85 -3.25  -0.178
C17 -1.03 -2.01 -3.36  -0.049
C18 -0.24 -1.91 -4.77  -0.249
O4 -0.62 -2.46 -5.83  0.064
H1 4.02 -2.37 1.50  0.019
H2 3.27 -0.69 1.02  0.079
H3 2.48 -2.26 0.51  0.057
H4 4.39 -2.82 -1.22  0.111
H5 5.52 -1.70 -0.31  0.049
H6 4.49 1.19 -0.73  0.107
H7 4.68 1.16 -4.00  0.106
H8 3.24 1.43 -6.28  0.015
H9 0.97 0.08 -6.70  0.119
H10 -0.18 -2.54 0.32  -0.029
H11 -2.94 -2.22 0.45  0.096
H12 -5.26 -1.34 -2.66  0.132
H13 -4.92 -0.85 -0.91  0.135
H14 -3.15 -1.65 -4.22  0.116
C19 7.18 -1.25 2.55  -1.998
Cl1 5.95 -0.11 3.14  0.522
Cl2 8.17 -0.45 1.31  0.530
Cl3 8.21 -1.76 3.90  0.521
Cl4 6.39 -2.67 1.84  0.584
C20 -2.96 2.15 -3.47  -1.933
Cl5 -3.03 3.18 -2.02  0.527
Cl6 -2.78 0.44 -2.98  0.718
Cl7 -4.46 2.34 -4.40  0.470
Cl8 -1.58 2.64 -4.47  0.530
C21 -0.54 -1.98 3.75  -1.962
Cl9 -0.64 -1.81 1.98  0.642
Cl10 -1.34 -3.48 4.25  0.540
Cl11 1.16 -2.02 4.25  0.529
Cl12 -1.35 -0.60 4.53  0.479
C22 -3.10 2.45 6.73  -1.987
Cl13 -4.18 2.27 8.13  0.526
Cl14 -3.52 1.25 5.50  0.493
Cl15 -3.27 4.08 6.05  0.496
Cl16 -1.42 2.19 7.25  0.458
C23 -5.00 1.16 -8.66  -2.012
Cl17 -3.64 0.11 -9.13  0.515
Cl18 -6.53 0.27 -8.86  0.514
Cl19 -4.82 1.64 -6.96  0.445
Cl20 -5.02 2.60 -9.69  0.515
C24 6.28 0.23 -7.99  -1.980
Cl21 5.63 0.39 -9.64  0.521
Cl22 7.63 1.37 -7.77  0.517
Cl23 5.00 0.59 -6.81  0.643
Cl24 6.87 -1.43 -7.75  0.523
C25 -6.43 6.52 4.29  -2.022
Cl25 -6.53 6.70 2.52  0.516
Cl26 -7.32 7.84 5.07  0.519
Cl27 -7.14 4.96 4.76  0.515
Cl28 -4.73 6.57 4.80  0.482
C26 -1.34 -0.78 10.31  -1.999
Cl29 -1.44 -0.61 8.55  0.475
Cl30 -2.15 -2.28 10.81  0.527
Cl31 0.37 -0.84 10.80  0.489
Cl32 -2.13 0.61 11.09  0.508
C27 2.11 2.32 9.17  -2.009
Cl33 1.01 2.15 10.56  0.487
Cl34 1.68 1.12 7.93  0.489
Cl35 1.95 3.96 8.49  0.521
Cl36 3.78 2.06 9.70  0.526

Summary:
**HOMO-LUMO gap**: 7.8 eV
**Total energy**: -18029.359290 a.u.
**Highest occupied orbital energy**: -9.16 eV
**Strongest force on any atom**: 5.13 eV Å⁻¹
**Charge**: 0


Record 4
2 unconnected molecules or ions with the total composition C5H12O2, computed with ωB97M-V/def2-TZVPD.

Last column: Löwdin charge in e.
Cartesian coordinates (Å):
C1 0.40 1.76 0.88  0.002
C2 -0.05 1.30 -0.28  -0.136
C3 -1.32 0.50 -0.43  -0.434
C4 -1.39 -0.21 -1.78  -0.052
O1 -1.37 -0.44 0.65  -0.065
H1 -0.13 1.56 1.81  0.071
H2 1.34 2.31 0.95  0.064
H3 0.52 1.49 -1.19  0.112
H4 -2.18 1.18 -0.34  0.143
H5 -0.56 -0.92 -1.87  0.082
H6 -2.34 -0.76 -1.88  0.080
H7 -1.34 0.51 -2.60  0.085
H8 -2.19 -0.95 0.56  0.106
C5 2.09 -1.19 1.07  -0.173
O2 1.17 -1.53 0.05  -0.136
H9 2.35 -2.06 1.69  0.075
H10 3.01 -0.82 0.60  0.079
H11 1.71 -0.40 1.72  0.063
H12 0.28 -1.34 0.39  0.034

Summary:
**HOMO-LUMO gap**: 10.4 eV
**Total energy**: -348.139477 a.u.
**SMILES**: C=C[C@@H](C)O.CO
**Highest occupied orbital energy**: -9.63 eV
**Strongest force on any atom**: 0.44 eV Å⁻¹
**Charge**: 0
**Energy above the lowest of the compared OMol25 structures with the same formula, charge and spin**: 171.5 kJ/mol